No. 1
CH10NO4 | ωB97M-V with the def2-TZVPD basis set

- calculated total energy (eV) = -10879.452
- maximum force (eV/A) = 3.54
- E_LUMO (eV) = 3.76
- gap between HOMO and LUMO (Eh) = 0.2760
- highest occupied orbital energy (eV) = -3.7
- molar mass (g mol⁻¹) = 100.09
- energy above the lowest of the compared OMol25 structures with the same formula, charge and spin (kcal/mol) = 33.14

ORCA input file:
```
! RIJCOSX wB97M-V def2-TZVPD def2/J DEFGRID3
* xyz -1 1
N 0.93 -1.48 0.45
C 1.45 -0.02 0.66
O 0.67 0.97 1.15
H 0.86 -1.46 -0.52
H -0.02 -1.42 0.89
H 2.43 -0.03 1.14
H 1.81 0.39 -0.36
H -0.17 2.47 -1.48
H 0.39 1.72 -0.22
O 0.44 1.72 -1.24
H -1.02 -0.41 -2.12
H -1.97 -1.42 -1.69
O -1.50 -1.20 -2.48
H -0.57 0.09 1.75
H -1.72 -0.36 1.01
O -1.51 -0.13 1.89
*
```


No. 2
CH10NP5 | ωB97M-V with the def2-TZVPD basis set

- calculated total energy (eV) = -49128.855
- maximum force (eV/A) = 2.36
- E_LUMO (eV) = -0.31
- gap between HOMO and LUMO (Eh) = 0.2885
- highest occupied orbital energy (eV) = -8.2
- molar mass (g mol⁻¹) = 190.97
- energy above the lowest of the compared OMol25 structures with the same formula, charge and spin (kcal/mol) = 41.93

ORCA input file:
```
! RIJCOSX wB97M-V def2-TZVPD def2/J DEFGRID3
* xyz 0 1
C -0.40 -2.04 -0.54
N 0.11 -0.73 -0.76
P -2.14 0.76 -1.22
P 1.60 1.92 -0.85
P 2.12 -0.67 1.71
P -2.08 2.34 0.02
P 0.67 0.27 0.33
H -0.91 -2.41 -1.44
H 0.44 -2.71 -0.16
H -1.22 -2.03 0.24
H -1.07 1.04 -2.14
H -0.04 0.62 1.51
H 1.64 2.96 0.09
H 0.53 2.60 -1.37
H 2.47 -1.83 1.14
H 1.18 -1.48 2.56
H -2.90 1.39 0.86
*
```


No. 3
CH10Na7O8 | ωB97M-V with the def2-TZVPD basis set

- calculated total energy (eV) = -48439.662
- maximum force (eV/A) = 5.53
- E_LUMO (eV) = -19.42
- gap between HOMO and LUMO (Eh) = 0.1755
- highest occupied orbital energy (eV) = -24.2
- molar mass (g mol⁻¹) = 311.01
- energy above the lowest of the compared OMol25 structures with the same formula, charge and spin (kcal/mol) = 98.90

ORCA input file:
```
! RIJCOSX wB97M-V def2-TZVPD def2/J DEFGRID3
* xyz 5 1
Na -6.99 0.98 -4.88
Na -9.92 3.31 -9.03
Na -8.57 6.52 -7.85
Na -7.59 0.70 -7.98
Na -9.72 3.55 -5.26
Na -6.34 4.09 -4.18
Na -4.31 1.51 -6.39
C -7.10 3.48 -7.18
O -7.43 3.24 -8.35
O -6.41 2.68 -6.49
O -7.32 4.60 -6.69
O -8.30 2.41 -10.78
H -7.81 2.86 -10.09
H -8.24 3.00 -11.53
O -8.07 6.57 -5.03
H -8.96 6.65 -5.39
H -7.69 5.84 -5.50
O -6.31 5.08 -10.04
H -7.05 5.53 -10.43
H -6.69 4.32 -9.61
O -4.22 5.20 -7.87
H -4.28 5.77 -8.64
H -5.08 4.78 -7.81
O -4.27 2.29 -9.06
H -4.82 2.95 -9.47
H -4.76 1.47 -9.15
*
```


No. 4
CH10O3S2 | ωB97M-V with the def2-TZVPD basis set

- calculated total energy (eV) = -29011.955
- maximum force (eV/A) = 1.26
- E_LUMO (eV) = 0.27
- gap between HOMO and LUMO (Eh) = 0.3176
- highest occupied orbital energy (eV) = -8.4
- molar mass (g mol⁻¹) = 134.22
- energy above the lowest of the compared OMol25 structures with the same formula, charge and spin (kcal/mol) = 12.63

ORCA input file:
```
! RIJCOSX wB97M-V def2-TZVPD def2/J DEFGRID3
* xyz 0 1
C 2.04 -0.59 -0.18
S 1.99 1.24 -0.34
S 3.28 1.44 -1.94
H 1.00 -0.90 -0.14
H 2.52 -0.82 0.77
H 2.59 -0.98 -1.00
H 2.55 2.34 -2.61
H -2.18 1.56 -0.28
H -1.29 1.98 -1.50
O -1.36 1.37 -0.77
H -1.29 0.63 2.29
H -0.84 0.40 0.91
O -1.30 -0.07 1.63
H -2.19 -3.10 1.43
H -2.78 -1.78 0.99
O -2.73 -2.72 0.74
*
```


No. 5
CH10O5 | ωB97M-V with the def2-TZVPD basis set

- calculated total energy (eV) = -11435.702
- maximum force (eV/A) = 1.14
- E_LUMO (eV) = 0.78
- gap between HOMO and LUMO (Eh) = 0.4058
- highest occupied orbital energy (eV) = -10.3
- molar mass (g mol⁻¹) = 102.09
- energy above the lowest of the compared OMol25 structures with the same formula, charge and spin (kcal/mol) = 17.88

ORCA input file:
```
! RIJCOSX wB97M-V def2-TZVPD def2/J DEFGRID3
* xyz 0 1
O 1.98 -0.84 1.78
C 1.96 -1.38 2.85
H 2.88 -1.47 3.45
H 1.02 -1.76 3.28
H 2.41 2.39 -0.99
H 3.11 2.50 0.36
O 2.55 1.91 -0.16
H -5.64 -2.67 -1.17
H -5.13 -2.43 -2.62
O -5.12 -2.08 -1.72
H 0.92 -0.69 -1.63
H 1.45 0.11 -0.50
O 0.63 0.01 -1.02
H -1.40 2.30 -1.31
H -0.54 1.67 -0.18
O -1.07 2.44 -0.41
*
```


No. 6
CH10O5 | ωB97M-V with the def2-TZVPD basis set

- calculated total energy (eV) = -11435.738
- maximum force (eV/A) = 1.35
- E_LUMO (eV) = 0.26
- gap between HOMO and LUMO (Eh) = 0.3713
- highest occupied orbital energy (eV) = -9.8
- molar mass (g mol⁻¹) = 102.09
- energy above the lowest of the compared OMol25 structures with the same formula, charge and spin (kcal/mol) = 17.05

ORCA input file:
```
! RIJCOSX wB97M-V def2-TZVPD def2/J DEFGRID3
* xyz 0 1
O -0.44 -1.14 -0.23
C -0.63 -1.51 -1.35
H -1.11 -0.83 -2.06
H -0.37 -2.54 -1.64
H 2.14 -0.12 -2.12
H 1.56 0.61 -3.30
O 1.78 0.72 -2.38
H 0.69 1.63 -0.97
H -0.26 2.71 -0.66
O 0.08 1.90 -0.28
H 0.32 -1.05 2.70
H -0.95 -1.74 2.54
O -0.04 -1.93 2.68
H -0.48 1.43 1.75
H -1.58 1.04 2.83
O -0.72 0.83 2.48
*
```


> The lowest E_LUMO belongs to which entry?

CH10Na7O8


> Look up the E_LUMO of the fourth one.

0.27 eV